{
  "formula": "C5H12N",
  "method": "ωB97M-V/def2-TZVPD",
  "max_force_ev_per_a": 3.48,
  "mol_weight_g_mol": 86.158,
  "gap_ha": 0.4361,
  "smiles": "C=C(C)[NH+](C)C",
  "charge": 1,
  "species": ["C", "C", "C", "N", "C", "C", "H", "H", "H", "H", "H", "H", "H", "H", "H", "H", "H", "H"],
  "xyz": [[0.42869, 1.93694, 0.74576], [0.57112, 0.75792, 0.21680], [1.71870, 0.18713, -0.55486], [-0.66960, -0.18817, 0.30988], [-1.66356, -0.15298, -0.75577], [-0.27005, -1.56353, 0.46463], [-0.26860, 2.14790, 1.52608], [1.21645, 2.63834, 0.69341], [1.73267, 0.45627, -1.55697], [1.84777, -0.85705, -0.49488], [2.59470, 0.43771, -0.05221], [-1.21190, 0.25479, 1.13443], [-1.44854, -0.62568, -1.72129], [-2.60823, -0.47130, -0.34242], [-1.85731, 0.80934, -1.11499], [-0.13631, -1.86833, -0.52756], [0.71891, -1.60932, 0.88068], [-0.69490, -2.28998, 1.14932]],
  "atomic_forces_ev_per_a": [[0.3, -0.1, 1.2], [-1.0, -1.9, -1.5], [-0.9, 0.1, 1.2], [-0.7, 2.4, 2.5], [-1.2, 0.3, -1.5], [2.1, -1.3, 1.6], [-1.1, 0.3, -0.1], [0.8, 0.6, -0.2], [0.1, 0.7, -1.8], [-0.6, -1.3, -0.2], [1.7, 1.3, 0.5], [1.2, -1.3, -1.2], [0.6, -0.8, 0.8], [-0.1, -0.6, 0.0], [0.0, 2.0, 0.1], [-0.1, -1.3, -1.1], [0.6, 0.4, 0.2], [-1.6, 0.5, -0.3]],
  "mulliken_charge": [-1.004, 0.689, -1.337, 0.113, -1.032, -1.149, 0.285, 0.337, 0.332, 0.419, 0.448, 0.417, 0.383, 0.428, 0.404, 0.510, 0.424, 0.333]
}